Entry 1:
This record from OMol25 describes 2 unconnected molecules or ions with the total composition C7H14O3P. The level of theory is ωB97M-V/def2-TZVPD.

```
25
Properties=species:S:1:pos:R:3:forces:R:3
C 1.5008 1.3038 -2.3892 0.96 -2.12 2.68
C 1.3392 -0.2574 -2.5937 -0.76 1.04 1.13
C 0.8103 1.5475 -1.0313 0.72 -4.13 0.84
C -0.1969 -0.4210 -2.1796 1.33 -0.53 0.09
C -0.4522 0.5797 -1.0770 1.65 -1.24 3.30
C -0.7944 -0.9544 3.7701 -2.31 -2.90 3.76
C -0.1913 -0.2971 2.6501 0.86 1.39 -2.21
O -0.3182 -2.4352 0.9238 0.88 0.30 -0.12
O -2.3525 -0.8946 1.0451 1.69 0.91 0.00
O -1.6535 1.1974 -0.8940 -0.50 1.34 -1.22
P -0.8096 -1.0271 1.0741 -2.21 0.18 -2.05
H 2.5517 1.5776 -2.2650 -0.07 0.34 -0.72
H 0.9166 1.8898 -3.0252 -0.37 0.72 -1.90
H 1.5415 -0.5445 -3.6110 -0.12 -0.20 -0.53
H 2.0716 -0.8579 -1.9545 -1.17 0.95 -0.48
H 1.5402 1.1977 -0.1795 -1.45 0.94 -1.37
H 0.5039 2.5238 -0.9306 -0.60 2.33 0.62
H -0.8252 -0.2568 -3.0456 -0.30 0.19 -0.41
H -0.3830 -1.4187 -1.7988 -0.14 -0.33 -0.17
H -0.4121 -0.5182 4.6818 0.28 0.24 0.60
H -1.9050 -0.8964 3.9282 0.82 0.16 -0.81
H -0.5749 -2.0764 3.9171 -0.08 1.55 -0.78
H 0.8856 -0.4448 2.7972 0.01 0.36 -0.69
H -0.4489 0.7866 2.6225 0.33 -0.62 0.06
H -2.3440 0.6967 -0.4350 0.55 -0.89 0.37
```
Positions in Å, forces in eV/Å.

As for the lowest unoccupied orbital energy (alpha / beta): 3.7 / 3.7 eV. Its total energy is -842.2158 hartree. The HOMO-LUMO gap (alpha / beta) comes out at 6.48 / 6.49 eV. As for the total charge: -1.

Atom charges from the Mulliken analysis, given in e for atoms 1 to 5:
1 C -0.74
2 C -0.59
3 C -0.88
4 C -0.64
5 C 0.26



Entry 2:
This record from OMol25 describes a molecular structure, C35H30Cl2INO4PSSr. The level of theory is ωB97M-V/def2-TZVPD.

```
76
Properties=species:S:1:pos:R:3:forces:R:3
Sr 1.7631 0.1655 -0.1786 -0.12 -0.33 0.30
C -1.5733 -1.6253 -2.5650 0.08 -0.01 -0.08
C -2.8793 -1.0928 -2.0524 -0.02 -0.13 -0.16
C -4.0108 -1.1905 -2.8562 -0.03 0.05 0.04
C -5.2474 -0.7218 -2.4337 0.10 0.00 0.02
C -5.3593 -0.1410 -1.1813 0.05 -0.01 0.00
C -4.2350 -0.0392 -0.3729 -0.13 0.16 0.16
C -2.9931 -0.5053 -0.7858 0.06 0.04 0.25
P -1.4969 -0.4047 0.2887 0.11 0.17 -0.10
C -2.0143 0.8368 1.5554 -0.24 -0.30 0.14
C -1.9216 2.1544 1.1118 0.14 0.12 -0.10
C -2.3038 3.2295 1.8958 -0.01 -0.02 0.07
C -2.7821 2.9940 3.1743 0.00 -0.04 -0.02
C -2.8632 1.6915 3.6393 0.09 0.01 -0.10
C -2.4881 0.5965 2.8591 -0.08 0.06 0.00
C -2.6236 -0.7652 3.4901 -0.01 -0.01 -0.05
C -1.3912 -2.0674 0.9777 -0.05 0.25 -0.13
C -2.3652 -3.0350 0.7417 -0.18 -0.08 -0.10
C -2.1635 -4.3683 1.0419 0.31 0.19 0.10
C -0.9141 -4.7191 1.5815 -0.16 -0.23 -0.02
C 0.0482 -3.7817 1.8438 0.09 0.24 0.01
C -0.1494 -2.3886 1.5981 -0.01 -0.32 0.01
C 0.8211 -1.4110 1.9150 -0.05 0.17 0.14
H -1.6840 -2.0122 -3.5786 -0.01 0.01 -0.01
H -1.1824 -2.4294 -1.9388 0.00 0.01 0.08
H -0.8267 -0.8313 -2.5886 0.04 0.03 0.03
H -3.9045 -1.6409 -3.8354 -0.05 -0.02 -0.04
H -6.1107 -0.8084 -3.0799 -0.04 -0.01 -0.03
H -6.3117 0.2314 -0.8264 -0.03 0.00 -0.01
H -4.3293 0.4219 0.6045 0.01 -0.03 -0.02
H -1.5124 2.3518 0.1269 0.00 -0.06 -0.02
H -2.2030 4.2387 1.5182 0.00 0.01 -0.01
H -3.0779 3.8152 3.8143 0.00 0.04 0.01
H -3.2214 1.4996 4.6428 -0.03 0.04 0.06
H -2.9804 -0.6498 4.5135 0.00 -0.02 0.03
H -1.6731 -1.2921 3.5131 0.13 -0.05 0.00
H -3.3225 -1.4110 2.9606 -0.03 0.02 -0.10
H -3.3015 -2.7334 0.2828 0.01 -0.02 0.01
H -2.9241 -5.1068 0.8413 -0.05 -0.08 0.00
H -0.7003 -5.7586 1.8091 -0.02 -0.02 -0.01
H 0.9915 -4.0880 2.2789 0.06 -0.03 0.02
H 1.6830 -1.7464 2.4853 0.05 -0.04 0.02
H 0.4511 -0.4483 2.2812 -0.04 -0.06 -0.06
S 4.7824 2.0260 -1.0101 -0.02 -0.03 0.18
C 5.0092 2.6913 0.5106 0.22 -0.18 0.16
N 4.2437 3.7424 0.9156 -0.27 0.36 -0.23
C 4.3524 4.4193 2.0905 0.16 -0.12 -0.33
C 5.2828 4.0426 2.9990 0.01 -0.05 -0.11
C 6.0961 2.9239 2.6719 0.06 0.09 0.28
C 5.9670 2.2710 1.4932 -0.16 -0.04 -0.49
H 3.5134 3.9999 0.2583 0.03 0.01 0.11
H 3.6433 5.2215 2.2213 0.10 0.01 0.07
H 5.3655 4.5732 3.9334 0.08 -0.02 0.07
H 6.8323 2.5697 3.3819 0.00 0.04 0.07
H 6.5696 1.4097 1.2480 0.02 0.01 0.01
I 0.9368 -3.0028 -8.6249 -0.06 -0.18 -0.44
C 1.2158 -2.2425 -6.7256 0.08 0.21 0.53
C 1.1932 -0.8675 -6.5270 -0.01 -0.11 -0.01
C 1.3639 -0.3669 -5.2457 -0.06 0.03 -0.04
C 1.5745 -1.2225 -4.1750 -0.04 -0.10 -0.29
C 1.6053 -2.5932 -4.3888 0.04 -0.02 -0.05
C 1.4182 -3.1117 -5.6603 -0.02 0.08 -0.09
C 1.7392 -0.6761 -2.7928 0.07 0.04 0.19
O 2.1717 -1.4636 -1.9039 0.01 -0.07 -0.54
O 1.4112 0.5258 -2.5854 0.09 -0.28 -0.34
H 1.0370 -0.1990 -7.3612 -0.01 0.03 -0.03
H 1.3232 0.6959 -5.0552 0.02 0.05 0.01
H 1.7748 -3.2439 -3.5437 0.00 -0.03 0.06
H 1.4285 -4.1794 -5.8226 0.00 -0.06 -0.01
Cl 1.2662 4.3586 3.0294 -0.06 -0.27 0.09
C 1.9447 2.7034 3.1696 -0.11 0.37 0.77
Cl 0.9538 1.7215 4.2768 0.08 0.12 -0.16
C 2.0660 2.0035 1.8325 0.12 -0.06 -0.55
O 2.9536 1.1241 1.7744 0.08 0.07 0.57
O 1.3128 2.3359 0.8935 -0.17 0.42 0.19
H 2.9347 2.7971 3.6092 -0.19 -0.01 0.05
```
Positions in Å, forces in eV/Å.

As for the lowest unoccupied orbital energy: 2.0 eV. Its total energy is -3696.0280 hartree. The HOMO-LUMO gap comes out at 5.48 eV. As for the total charge: -1.

Atom charges from the Mulliken analysis, given in e for atoms 1 to 5:
1 Sr 1.30
2 C -1.40
3 C 1.11
4 C -0.79
5 C -0.71



What did the first record say?
This record from OMol25 describes 2 unconnected molecules or ions with the total composition C7H14O3P. The level of theory is ωB97M-V/def2-TZVPD.

```
25
Properties=species:S:1:pos:R:3:forces:R:3
C 1.5008 1.3038 -2.3892 0.96 -2.12 2.68
C 1.3392 -0.2574 -2.5937 -0.76 1.04 1.13
C 0.8103 1.5475 -1.0313 0.72 -4.13 0.84
C -0.1969 -0.4210 -2.1796 1.33 -0.53 0.09
C -0.4522 0.5797 -1.0770 1.65 -1.24 3.30
C -0.7944 -0.9544 3.7701 -2.31 -2.90 3.76
C -0.1913 -0.2971 2.6501 0.86 1.39 -2.21
O -0.3182 -2.4352 0.9238 0.88 0.30 -0.12
O -2.3525 -0.8946 1.0451 1.69 0.91 0.00
O -1.6535 1.1974 -0.8940 -0.50 1.34 -1.22
P -0.8096 -1.0271 1.0741 -2.21 0.18 -2.05
H 2.5517 1.5776 -2.2650 -0.07 0.34 -0.72
H 0.9166 1.8898 -3.0252 -0.37 0.72 -1.90
H 1.5415 -0.5445 -3.6110 -0.12 -0.20 -0.53
H 2.0716 -0.8579 -1.9545 -1.17 0.95 -0.48
H 1.5402 1.1977 -0.1795 -1.45 0.94 -1.37
H 0.5039 2.5238 -0.9306 -0.60 2.33 0.62
H -0.8252 -0.2568 -3.0456 -0.30 0.19 -0.41
H -0.3830 -1.4187 -1.7988 -0.14 -0.33 -0.17
H -0.4121 -0.5182 4.6818 0.28 0.24 0.60
H -1.9050 -0.8964 3.9282 0.82 0.16 -0.81
H -0.5749 -2.0764 3.9171 -0.08 1.55 -0.78
H 0.8856 -0.4448 2.7972 0.01 0.36 -0.69
H -0.4489 0.7866 2.6225 0.33 -0.62 0.06
H -2.3440 0.6967 -0.4350 0.55 -0.89 0.37
```
Positions in Å, forces in eV/Å.

As for the lowest unoccupied orbital energy (alpha / beta): 3.7 / 3.7 eV. Its total energy is -842.2158 hartree. The HOMO-LUMO gap (alpha / beta) comes out at 6.48 / 6.49 eV. As for the total charge: -1.

Atom charges from the Mulliken analysis, given in e for atoms 1 to 5:
1 C -0.74
2 C -0.59
3 C -0.88
4 C -0.64
5 C 0.26



Copy entry 1 word for word.
This record from OMol25 describes 2 unconnected molecules or ions with the total composition C7H14O3P. The level of theory is ωB97M-V/def2-TZVPD.

```
25
Properties=species:S:1:pos:R:3:forces:R:3
C 1.5008 1.3038 -2.3892 0.96 -2.12 2.68
C 1.3392 -0.2574 -2.5937 -0.76 1.04 1.13
C 0.8103 1.5475 -1.0313 0.72 -4.13 0.84
C -0.1969 -0.4210 -2.1796 1.33 -0.53 0.09
C -0.4522 0.5797 -1.0770 1.65 -1.24 3.30
C -0.7944 -0.9544 3.7701 -2.31 -2.90 3.76
C -0.1913 -0.2971 2.6501 0.86 1.39 -2.21
O -0.3182 -2.4352 0.9238 0.88 0.30 -0.12
O -2.3525 -0.8946 1.0451 1.69 0.91 0.00
O -1.6535 1.1974 -0.8940 -0.50 1.34 -1.22
P -0.8096 -1.0271 1.0741 -2.21 0.18 -2.05
H 2.5517 1.5776 -2.2650 -0.07 0.34 -0.72
H 0.9166 1.8898 -3.0252 -0.37 0.72 -1.90
H 1.5415 -0.5445 -3.6110 -0.12 -0.20 -0.53
H 2.0716 -0.8579 -1.9545 -1.17 0.95 -0.48
H 1.5402 1.1977 -0.1795 -1.45 0.94 -1.37
H 0.5039 2.5238 -0.9306 -0.60 2.33 0.62
H -0.8252 -0.2568 -3.0456 -0.30 0.19 -0.41
H -0.3830 -1.4187 -1.7988 -0.14 -0.33 -0.17
H -0.4121 -0.5182 4.6818 0.28 0.24 0.60
H -1.9050 -0.8964 3.9282 0.82 0.16 -0.81
H -0.5749 -2.0764 3.9171 -0.08 1.55 -0.78
H 0.8856 -0.4448 2.7972 0.01 0.36 -0.69
H -0.4489 0.7866 2.6225 0.33 -0.62 0.06
H -2.3440 0.6967 -0.4350 0.55 -0.89 0.37
```
Positions in Å, forces in eV/Å.

As for the lowest unoccupied orbital energy (alpha / beta): 3.7 / 3.7 eV. Its total energy is -842.2158 hartree. The HOMO-LUMO gap (alpha / beta) comes out at 6.48 / 6.49 eV. As for the total charge: -1.

Atom charges from the Mulliken analysis, given in e for atoms 1 to 5:
1 C -0.74
2 C -0.59
3 C -0.88
4 C -0.64
5 C 0.26